32
Properties=species:S:1:pos:R:3:nbo_charge:R:1 method="wB97M-V/def2-TZVPD" e_lumo_ev=2.347 total_charge=-1 multiplicity=1 homo_energy_ev=-2.902 gap_ev=5.25 total_energy_ev=-46665.107
C 0.31416 -1.13710 0.84250 -1.051
B -0.07251 0.16107 1.65110 0.802
O 0.23975 0.15191 3.00045 -0.959
P -0.98189 1.65869 0.69577 0.513
Cl -1.02202 3.02330 2.67238 -0.675
C -2.77748 0.97556 1.20625 -0.776
C -3.33380 -0.07234 0.26869 0.197
C -4.29698 -1.06283 0.89645 -0.634
F -4.01763 0.55939 -0.79850 -0.402
H 0.54230 -0.93421 -0.20413 0.248
H 1.13269 -1.68847 1.31796 0.206
H -0.56989 -1.78887 0.88276 0.225
H -0.54595 0.22178 3.55310 0.505
H -1.63003 2.79048 0.08052 -0.125
H 0.33697 2.21966 0.33584 -0.128
H -1.00852 0.90564 -0.53972 -0.118
H -2.76977 0.56908 2.22733 0.189
H -3.47216 1.82359 1.20739 0.225
H -2.51182 -0.63209 -0.19718 0.153
H -4.85194 -1.60512 0.12742 0.201
H -3.72439 -1.79351 1.47403 0.201
H -4.99278 -0.56439 1.57423 0.202
C 4.82357 0.67599 -2.01058 -0.836
S 3.20632 0.17332 -2.62362 1.258
O 2.24618 0.42405 -1.53283 -0.956
C 3.54893 -1.59559 -2.61107 -0.837
H 4.79655 1.75746 -1.89473 0.241
H 4.99698 0.20362 -1.04394 0.230
H 5.59446 0.39655 -2.72946 0.215
H 3.81825 -1.89566 -1.59854 0.231
H 4.34968 -1.82272 -3.31558 0.215
H 2.63275 -2.09825 -2.91429 0.240